[1]
16
Properties=species:S:1:pos:R:3 method="wB97M-V/def2-TZVPD" multiplicity=2 homo_lumo_gap_ev="7.675 / 8.675" total_charge=+1 s2=0.793 e_lumo_ha="-0.1945 / -0.2306"
C -1.3444 0.7025 -1.9176
C 1.5103 -1.7515 1.8854
C 1.1549 -0.5905 1.2500
C 0.0263 0.6498 -0.5012
C -1.2088 1.4010 -0.5143
C 0.2188 -0.5406 0.2142
H 0.8902 -2.6020 2.1145
H -1.9978 1.1050 0.1626
H -0.5455 -1.3068 0.2767
H -0.8027 1.2733 -2.6652
H 0.8859 1.1722 -0.9011
H -2.3847 0.7551 -2.2742
H -1.1370 -0.3541 -2.0569
H 2.4192 -1.6355 2.4702
H 1.5713 0.3352 1.6418
H -0.9821 2.4602 -0.4467


[2]
17
Properties=species:S:1:pos:R:3 method="wB97M-V/def2-TZVPD" multiplicity=1 homo_lumo_gap_ev="4.737 / 4.737" total_charge=-2 e_lumo_ha="0.2130 / 0.2130"
S -1.4463 1.6747 0.1510
P -3.2017 -0.7146 -0.1465
O -3.3029 -2.0581 -0.7664
O -2.2395 -0.5846 1.3597
O -4.5221 -0.0383 -0.0982
O 1.9762 -1.0093 0.4751
N 0.6298 3.2654 -0.2682
N 1.2224 1.0763 -0.1746
C -1.5796 -0.0537 0.1470
C 0.2723 1.9076 -0.1186
C 2.2044 -2.3013 0.0374
C 1.2472 -0.1991 -0.4438
H 1.1440 -2.8105 0.1122
H 1.5742 3.3363 -0.6159
H 0.5127 3.6545 0.6508
H 2.8492 -2.6926 0.7125
H 2.6596 -2.4526 -1.0135


[3]
89
Properties=species:S:1:pos:R:3 method="wB97M-V/def2-TZVPD" multiplicity=5 homo_lumo_gap_ev="3.420 / 5.648" total_charge=+1 s2=6.019 e_lumo_ha="-0.1057 / -0.1711"
Rh -0.4844 0.9308 1.0533
Se 1.3113 -0.5693 2.0833
Se 1.2161 1.9288 -0.3345
P 2.4726 1.1245 1.2908
Si -2.8542 -0.8942 0.5154
Si -1.5242 3.4733 1.8954
O -0.7837 -1.7461 -3.1623
O -1.6307 -3.4885 -1.8250
C -3.3924 -2.6713 0.7614
C 3.0737 4.2359 4.6352
C 5.2245 0.7338 1.4914
C -3.9141 -0.1918 -0.8478
C -2.8090 -3.9206 -2.6079
C 2.9093 2.8926 4.9787
C 2.7493 1.9307 3.9773
C 4.1106 0.7296 0.6329
C -1.0715 -4.8032 -0.6579
C -3.0138 -0.1515 2.2160
C -0.8966 0.0892 -4.8587
C 4.2891 0.5200 -0.7453
C 5.5707 0.3370 -1.2648
C -1.5577 -0.6519 -3.7121
C -2.2017 -4.6083 -3.7902
C 2.7537 2.3278 2.6323
C 6.6827 0.3527 -0.4090
C -3.1833 4.1680 2.4474
C 6.5056 0.5448 0.9687
C -0.4107 4.8344 1.2597
C 3.0973 4.6243 3.2980
C -1.8805 2.2702 0.4673
C 0.6688 -1.7150 -3.2369
C -1.0613 -0.5573 0.0760
C -0.7407 2.6337 3.3932
C 1.1170 -3.1327 -3.4560
C 0.1049 -4.2975 0.0669
C 2.9435 3.6738 2.2874
H -0.1272 -3.3888 0.6457
H -2.0468 0.1073 2.6777
H 0.6039 4.7760 1.6709
H -3.4611 -0.9545 2.8040
H -0.3744 -1.4310 0.1785
H -0.9174 -5.5706 -1.4047
H 0.8124 -3.4859 -4.4490
H -0.2874 1.6276 3.2601
H 2.6036 0.8737 4.2342
H 0.9615 -4.1323 -0.6058
H -0.1012 0.7497 -4.4809
H -1.8084 0.0582 -2.8976
H -4.2492 -2.5528 1.4415
H -2.0029 -4.8457 -0.0949
H -0.8612 5.7892 1.5663
H -1.5037 2.5333 4.1791
H 0.7229 -3.8355 -2.7112
H -1.6625 0.7113 -5.3441
H 2.9607 3.9623 1.2366
H -3.5717 0.7852 -1.1992
H 2.2085 -3.1639 -3.3993
H -1.4025 -3.9860 -4.2001
H 7.3763 0.5584 1.6274
H 3.4138 0.5392 -1.4048
H -1.7654 -5.5500 -3.4549
H 5.0930 0.8996 2.5629
H -3.4655 3.7862 3.4394
H -3.6641 0.7219 2.2218
H 3.1779 4.9826 5.4255
H 0.9764 -1.0392 -4.0448
H -2.9473 -4.7875 -4.5597
H -3.4114 -4.5437 -1.9415
H -3.7423 -3.1456 -0.1616
H 0.4152 -5.0701 0.7935
H -3.1119 5.2641 2.5068
H -2.6535 -3.3134 1.2505
H -2.9423 1.9606 0.4414
H -1.5991 2.6540 -0.5296
H 0.0645 3.2784 3.7688
H 1.0407 -1.3268 -2.2734
H -3.9792 3.9118 1.7339
H 2.8983 2.5806 6.0251
H 3.2295 5.6705 3.0336
H 5.7076 0.1864 -2.3405
H -4.9191 -0.0916 -0.4218
H -0.9441 -0.1699 -0.9732
H -1.1300 -2.9680 -2.5111
H -2.5093 -1.1071 -4.0271
H -0.3366 4.8197 0.1655
H -3.3848 -3.0104 -2.8499
H -0.4941 -0.6112 -5.6026
H -3.9628 -0.8775 -1.7037
H 7.6835 0.2143 -0.8233


[4]
11
Properties=species:S:1:pos:R:3 method="wB97M-V/def2-TZVPD" multiplicity=1 homo_lumo_gap_ev=10.401 smiles="C=C/C=C/C#N" total_charge=0 e_lumo_ha=0.0141
N 3.6375 -0.5356 -0.1317
C 2.6154 -0.0613 0.0937
C -2.1619 -0.6032 0.2712
C 1.5032 0.7370 0.3055
C -1.4450 0.2551 -0.3969
C 0.3351 0.2104 -0.2071
H 0.4251 -0.8367 -0.7266
H 1.5161 1.6457 0.7561
H -1.6331 -1.5792 0.6727
H -1.6433 1.1604 -0.8883
H -3.1490 -0.3927 0.2514


[5]
19
Properties=species:S:1:pos:R:3 method="wB97M-V/def2-TZVPD" multiplicity=1 homo_lumo_gap_ev="7.907 / 7.154" total_charge=0 e_lumo_ha="-0.0190 / -0.0696"
Br -2.4117 -2.6052 1.5008
Br -2.4562 1.2560 1.0661
Si -1.1168 -0.6359 1.2445
C 0.4265 0.3665 -0.9649
C 0.6516 1.2349 3.5579
C 0.8035 -0.8597 -2.9927
C -0.4079 -0.6120 -0.4257
C 0.0998 -1.8859 -2.4570
C -0.5596 -1.7607 -1.1711
C 0.9908 0.3203 -2.2312
C 0.2046 2.4189 3.4644
H 0.7773 1.2173 -0.3820
H -1.0016 -2.7008 -0.9082
H 0.0723 -2.7129 -3.1152
H -0.8166 2.5970 2.8858
H 1.4865 0.7515 3.9511
H 1.0323 -1.0030 -4.1016
H 1.4581 1.2194 -2.4950
H 0.7670 3.3944 3.5740


[6]
9
Properties=species:S:1:pos:R:3 method="wB97M-V/def2-TZVPD" multiplicity=1 homo_lumo_gap_ev="6.402 / 6.580" total_charge=0 e_lumo_ha="-0.0557 / -0.0590"
Cl -4.3396 -0.0005 -0.2212
Cl 1.6653 -0.1738 -1.3667
Si 2.0810 0.4477 0.9477
Si -2.2827 0.7882 -0.3711
Si 0.6660 1.9965 0.0103
H -2.5584 2.2104 -0.3630
H 3.4688 0.6744 0.5871
H 1.8080 -0.7337 1.7997
H -2.1248 0.0835 -1.5886


[7]
20
Properties=species:S:1:pos:R:3 method="wB97M-V/def2-TZVPD" multiplicity=1 homo_lumo_gap_ev=9.904 smiles="O=C(OCOO)Oc1cccnc1" total_charge=0 e_lumo_ha=0.0141
O 0.7490 0.5996 -2.2865
O 0.5074 3.0026 -0.9866
O -0.6181 -1.1398 -1.9052
O -0.4835 0.4392 -0.2973
O 0.5648 2.9897 -2.3623
N 1.3263 -2.1094 1.7935
C -0.2840 -0.4499 0.7780
C -0.9264 -1.5509 2.8022
C 0.1257 1.7505 -2.8823
C 0.9345 -1.1869 0.8806
C 0.3308 -2.2228 2.7129
C -0.1521 -0.1308 -1.5133
C -1.3154 -0.6069 1.7752
H 1.4331 2.9731 -0.6751
H -2.2548 -0.0265 1.7250
H 0.4134 1.7533 -3.9665
H -1.6044 -1.7538 3.6560
H 0.5445 -2.9639 3.5244
H 1.6958 -0.9773 0.0831
H -0.9862 1.6109 -2.8558


[8]
38
Properties=species:S:1:pos:R:3 method="wB97M-V/def2-TZVPD" multiplicity=1 homo_lumo_gap_ev=9.985 total_charge=+1 e_lumo_ha=-0.0952
O 1.6499 -2.3119 1.5009
O 1.7253 0.7707 -3.4796
O 2.1175 0.8620 -0.8216
O -0.3112 2.8962 -1.5106
O -1.2136 3.0587 0.8545
N -1.0105 -1.4776 0.2066
N 1.9927 -1.6447 -1.1440
C 0.5970 -2.3230 -1.4130
C -2.2679 -0.1955 1.8365
C -0.8657 1.0971 3.5965
C -1.9870 -0.4242 0.3594
C -0.5043 -1.3935 -1.1366
C -1.0874 0.0834 2.6828
H -2.0447 3.3286 1.3799
H -1.2598 -1.6161 -1.8755
H 2.0484 -1.3260 -0.0074
H 1.3413 1.5618 -3.5796
H 2.1802 -0.7567 -1.6696
H 2.1661 0.4653 -4.2235
H -0.3913 3.7335 -1.9181
H 1.7899 -3.2531 1.6171
H 0.0747 1.1780 4.0114
H 0.4347 -2.6990 -2.4488
H -0.1757 -0.3426 -1.4391
H -2.7431 -1.1183 2.0987
H 0.6466 -3.2809 -0.7737
H -3.0176 0.6907 1.6751
H -1.4631 -2.3946 0.4175
H -1.4992 2.0285 3.8145
H -2.8781 -0.6074 -0.2558
H -1.5145 0.4489 0.1018
H 2.6006 -2.4405 -1.4302
H -0.7451 3.0466 -0.6666
H 1.6997 1.2563 -0.0321
H 0.6758 -2.2095 1.6175
H -0.3820 -0.7191 2.5057
H 1.7755 1.4141 -1.4326
H -1.2457 2.1968 1.1744


[9]
49
Properties=species:S:1:pos:R:3 method="wB97M-V/def2-TZVPD" multiplicity=1 homo_lumo_gap_ev=8.088 smiles="CCCCCn1nc(C(=O)Oc2cccc3ccccc23)c2ccccc21" total_charge=0 e_lumo_ha=0.0065
O -2.0666 -1.3495 -0.9805
O -1.4118 -0.4979 -3.0488
N 0.3548 0.0639 -0.0979
N 1.6371 0.5769 -0.0142
C 0.0068 -0.1040 -1.3725
C 4.8033 -0.8402 3.2110
C -6.1932 -0.4545 -1.5848
C 3.7030 -1.5659 2.3890
C 2.0443 1.8222 -3.9273
C 1.0254 0.5391 -2.2200
C 2.3992 0.3940 1.2300
C -3.4036 -1.0204 -1.2221
C -6.0874 1.0145 0.3592
C -4.0160 1.3674 1.5574
C 4.9100 -1.3818 4.7140
C -3.3351 0.5000 0.6437
C 3.0768 1.6425 -1.6571
C -3.9856 -0.0465 -0.4428
C -1.2401 -0.6406 -1.8748
C 3.3980 -0.7337 1.1232
C -5.4384 0.0918 -0.5320
C 3.0704 2.1873 -2.9994
C -5.5402 -1.4758 -2.3242
C 1.9889 0.9139 -1.3059
C 1.0934 0.8649 -3.5601
C -4.1799 -1.7382 -2.1493
C -5.3642 1.7078 1.3229
H 2.7815 -1.6558 3.0086
H 3.9898 2.5468 -3.3531
H 3.9027 -1.1718 5.2083
H 4.0882 -2.5572 2.0114
H -5.8744 2.5110 1.8389
H 4.4686 0.1835 3.3522
H 4.0568 1.5210 -1.1194
H 5.1357 -2.4840 4.7567
H 5.8071 -0.7794 2.6895
H -2.2194 0.3887 0.8269
H 4.3878 -0.3331 0.7664
H 3.0297 -1.4503 0.3697
H 2.9097 1.3600 1.5418
H -3.4147 1.8291 2.3373
H -3.5675 -2.4784 -2.7448
H -7.2288 -0.2927 -1.7037
H 2.2279 2.0713 -5.0851
H 5.7660 -0.8364 5.1928
H 1.6479 0.1697 2.0233
H -6.3354 -2.0299 -3.0138
H 0.3243 0.5069 -4.3027
H -7.1324 1.1439 0.1623


[10]
78
Properties=species:S:1:pos:R:3 method="wB97M-V/def2-TZVPD" multiplicity=8 homo_lumo_gap_ev="3.520 / 6.372" total_charge=-1 s2=15.759 e_lumo_ha="0.0842 / 0.0841"
Eu -2.5338 -1.8557 -0.8454
Cl -3.4448 0.5948 -0.4555
Cl -3.9581 -1.3128 -5.6793
Si -2.6733 -2.8134 -5.6937
F -3.2288 -3.4301 0.6187
O -4.0552 -2.3566 -2.1671
O -0.2370 -0.8481 0.5935
O -0.7760 -3.6274 -1.3885
O -1.0351 -0.1377 -2.2572
N 1.6804 0.3434 0.9700
N -0.1185 -5.6475 -0.4444
N -1.0242 1.9022 -3.3540
C -5.4968 -4.0096 -3.4457
C -5.2802 -2.6838 -2.6954
C 0.3582 0.0957 1.1160
C -6.0851 -6.5080 -4.6627
C -5.7373 -5.1517 -2.6850
C -7.7117 -0.7304 -5.1060
C -1.6371 1.2896 -4.5275
C -0.7602 -4.4798 -0.4705
C -5.6190 -4.1312 -4.8505
C -2.7324 -4.1932 -4.3475
C -1.1493 3.3549 -3.2326
C -2.9697 -4.0502 -7.0092
C -7.0550 -1.7810 -4.2644
C -6.0840 -1.5584 -3.3583
C -1.1140 -2.1629 -4.8788
C -5.8653 -5.3772 -5.4784
C -6.0375 -6.3957 -3.2677
C -5.8814 -0.1519 -2.8865
C -0.5619 -6.6555 0.5205
C -0.7480 1.0842 -2.3121
C 2.3958 1.2332 1.8680
C 0.7676 -6.1120 -1.5190
C 2.5008 -0.4839 0.0932
H -0.5917 -1.4622 -5.5214
H -1.8581 2.0651 -5.2711
H 0.2244 -6.3187 -2.4517
H 1.6834 1.9181 2.3366
H 3.2935 0.1501 -0.3279
H -0.1425 0.8315 1.7823
H -6.2776 -7.2542 -2.6458
H -0.9495 0.5507 -4.9771
H 1.5897 -5.4102 -1.7037
H -1.3500 -4.3135 0.4567
H -0.2224 1.5813 -1.4926
H 1.1942 -7.0499 -1.1555
H -6.2243 -7.4800 -5.1440
H -6.8711 0.2450 -2.5768
H -0.4409 -3.0170 -4.7494
H 1.8925 -0.9153 -0.7058
H -2.8901 -5.0843 -6.5993
H -7.4743 -2.7919 -4.4083
H 2.9166 0.6679 2.6562
H -5.5916 -3.2459 -5.5153
H -8.4764 -0.1687 -4.5463
H -7.0252 0.0150 -5.5502
H -3.3489 -5.0317 -4.6735
H 3.1378 1.7999 1.2959
H -1.5136 -7.1089 0.2039
H -0.7023 -6.1694 1.4935
H -2.9667 -4.1063 -3.2811
H -5.9196 -5.4486 -6.5923
H -3.9115 -3.9949 -7.5955
H -1.5728 3.7531 -4.1613
H -2.6003 0.8023 -4.2592
H -5.7722 -5.0512 -1.6075
H -1.1564 -1.6865 -3.8776
H -0.1771 3.8177 -3.0548
H -5.7142 -2.7791 -1.7011
H -1.8163 3.6193 -2.4089
H -8.2358 -1.2221 -5.9368
H -5.5466 0.5484 -3.6794
H -5.1543 -0.0797 -2.0538
H -2.0509 -3.7391 -7.5119
H 2.9741 -1.3100 0.6487
H 0.2053 -7.4250 0.5931
H -1.7206 -4.6263 -4.3769


[11]
16
Properties=species:S:1:pos:R:3 method="wB97M-V/def2-TZVPD" multiplicity=1 homo_lumo_gap_ev=11.941 smiles=CC1(C#N)CCC1 total_charge=0 e_lumo_ha=0.0315
N 1.6970 -2.2276 -0.4716
C 1.1673 -1.2129 -0.3005
C 1.4430 1.1943 0.1669
C 0.4584 0.0452 -0.0087
C -0.6159 -0.2854 1.0709
C -1.5476 -0.7093 -0.0893
C -0.7220 0.2166 -1.0015
H 0.9116 2.1225 0.4047
H -1.0918 1.2476 -0.9513
H 2.0028 1.3496 -0.7614
H -0.9534 0.6430 1.5493
H -1.3877 -1.7575 -0.3649
H -0.3550 -1.0223 1.8350
H 2.1647 0.9869 0.9627
H -0.5522 -0.0566 -2.0441
H -2.6193 -0.5340 0.0038


[12]
16
Properties=species:S:1:pos:R:3 method="wB97M-V/def2-TZVPD" multiplicity=1 homo_lumo_gap_ev=9.173 smiles=c1ccc(-c2nnns2)cc1 total_charge=0 e_lumo_ha=-0.0174
S -2.5016 -0.4082 -1.8138
N -2.4092 -1.7416 -2.9074
N -0.4607 -1.9468 -1.8099
N -1.3238 -2.3948 -2.7823
C 0.0324 1.6751 1.4037
C -0.6660 1.0489 0.3851
C 1.0963 -0.5863 0.2517
C -0.1478 -0.1185 -0.1884
C -0.8842 -0.8325 -1.2680
C 1.8143 0.0740 1.2418
C 1.2863 1.2026 1.8012
H 1.5010 -1.4579 -0.2627
H 1.9041 1.7184 2.5375
H -1.6400 1.4417 0.0807
H -0.3881 2.6226 1.8098
H 2.7870 -0.2966 1.5212


[13]
100
Properties=species:S:1:pos:R:3 method="wB97M-V/def2-TZVPD" multiplicity=7 homo_lumo_gap_ev="7.023 / 8.201" total_charge=+1 s2=12.012 e_lumo_ha="-0.1246 / -0.0820"
Eu -0.6537 0.2561 -0.0550
S 5.7432 4.3867 5.4591
P -2.9110 -0.7830 1.6958
P 0.1652 -1.2386 2.4053
O -2.2219 -2.9512 -1.9174
O -5.3098 -0.0508 -4.0748
O 5.8595 6.1915 3.5049
O -2.4596 1.4154 -0.9105
O 3.5142 2.4097 -3.1788
N 2.1683 -0.3993 -0.3908
N 0.2207 0.1258 -2.4789
N -2.3135 -0.7622 -1.4286
N 5.6520 1.7602 -2.7865
N 0.3331 2.4482 -2.7338
N -3.9121 0.6213 -2.4614
C -3.7806 0.3148 2.8742
C -3.9928 -2.1693 -5.7945
C -3.0028 -4.1972 3.9933
C -4.3304 -1.4491 0.7574
C 0.8123 -0.2330 -5.1542
C 4.4735 3.8134 4.3635
C -4.4419 -0.3646 -3.3026
C 0.5529 1.9943 1.0358
C 0.7345 1.0299 -4.6297
C -0.0720 0.0710 3.6826
C -0.6921 -3.6011 3.7092
C -3.1197 -2.0708 -4.5462
C 6.2848 5.8734 4.5776
C 0.6009 -1.3465 -4.3301
C 2.1392 3.5615 3.8291
C 1.4413 2.4227 1.7588
C -2.7411 -1.8746 -2.1286
C -3.8466 -1.7635 -3.1938
C -4.9223 -2.8633 -2.8789
C 3.7478 -1.8931 -1.3986
C 1.7833 -1.8925 2.9210
C 3.8196 2.7196 2.3245
C 7.3065 6.6678 5.3563
C 2.6692 -1.6256 -0.5779
C -1.6584 -4.4635 4.2078
C 3.8240 0.4367 -1.9004
C 3.1349 4.0153 4.6839
C 2.7567 0.6103 -1.0335
C -2.8854 0.4277 -1.5954
C 4.3328 -0.8406 -2.0813
C 4.3054 1.6273 -2.6823
C -3.3754 -3.0816 3.2589
C -1.0575 -2.4726 2.9790
C 0.3309 -1.1121 -3.0122
C 4.8124 3.1637 3.1813
C -6.3819 -2.4279 -2.7478
C 0.4262 1.1892 -3.2670
C 2.4720 2.9092 2.6392
C -2.4159 -2.2176 2.7324
H -0.8384 0.7832 3.3914
H 1.8226 -1.9996 4.0039
H -4.5308 -1.2467 -5.9990
H 7.8225 6.0531 6.0924
H -6.7644 -1.9764 -3.6612
H -4.7250 -2.9762 -5.7130
H 0.8589 0.6290 3.7809
H -6.5208 -1.7052 -1.9360
H -2.3425 -1.3144 -4.7003
H 6.2856 1.1706 -2.2790
H -4.2820 1.5567 -2.5560
H -4.5028 -0.2623 3.4525
H -3.0807 0.7949 3.5550
H 0.3282 2.5614 -1.7388
H 5.8566 3.0171 2.9359
H -4.8455 -3.6320 -3.6471
H 0.9087 1.9104 -5.2368
H 0.1648 -1.9424 -2.3354
H 2.8748 4.5309 5.6009
H -5.1585 -1.6851 1.4233
H -4.3042 1.0910 2.3129
H 4.0833 2.2223 1.3997
H 6.0201 2.5509 -3.2873
H -4.6766 -0.7058 0.0372
H 1.9966 -2.8517 2.4471
H 2.1720 -2.4350 -0.0502
H -4.4311 -2.8943 3.0950
H 8.0198 7.1160 4.6678
H -3.7613 -4.8620 4.3898
H 6.7848 7.4709 5.8793
H -4.0198 -2.3459 0.2225
H 0.8562 3.1674 -3.2047
H 1.0419 -0.3684 -6.2059
H -4.6164 -3.3508 -1.9576
H 5.1508 -1.0179 -2.7712
H -2.6057 -3.0166 -4.3758
H 4.1017 -2.9093 -1.5182
H 1.0949 3.7286 4.0671
H -6.9923 -3.3025 -2.5153
H -3.3577 -2.3913 -6.6543
H -0.3353 -0.3920 4.6328
H 2.5408 -1.1729 2.6049
H 0.3526 -3.8093 3.9079
H -1.3613 -5.3402 4.7714
H 2.3383 1.5953 -0.8797
H 0.6571 -2.3609 -4.7081


[14]
13
Properties=species:S:1:pos:R:3 method="wB97M-V/def2-TZVPD" multiplicity=1 homo_lumo_gap_ev=10.717 total_charge=0 e_lumo_ha=0.0420
O 1.3181 -2.4025 0.1666
N 0.4925 0.1728 0.2888
C 0.2214 -2.0923 0.1413
C -1.8371 -0.0795 0.5036
C 1.6497 0.7369 -0.3348
C -0.6375 0.2676 -0.2662
H -1.7959 1.0005 0.8033
H 1.9480 1.6101 0.2556
H -0.8415 0.7606 -1.2279
H -1.7016 -0.6994 1.3916
H 1.4650 1.0386 -1.3756
H -2.7475 -0.3203 -0.0484
H 2.4665 0.0068 -0.2979